[1]
Formula: C4H11N3O2
Source: the Open Molecules 2025 dataset
Level of theory: ωB97M-V/def2-TZVPD

The spin multiplicity is 1. Its energy above the lowest of the compared OMol25 structures with the same formula, charge and spin is 58.1 kcal/mol. For the total energy, the calculation gives -473.71023 Ha. The LUMO energy is 0.7 eV. Its largest force on an atom is 0.1399 hartree/bohr. The structure (SMILES) is [H]/N=C(\N)NC.CC(=O)O. The HOMO energy comes out at -8.9 eV.

Structure (XYZ):
```
20
Properties=species:S:1:pos:R:3:forces:R:3
H 0.101 -1.804 -2.328 0.4 0.4 2.3
N -0.075 -1.329 -1.396 0.6 0.9 2.6
C 0.762 -1.423 -0.318 0.0 -2.5 -6.8
N 1.884 -2.224 -0.536 -0.4 0.9 0.3
N 0.675 -0.774 0.843 0.8 0.8 2.0
C 1.843 -0.749 1.818 -1.2 -0.9 -1.9
H 2.184 -2.735 0.254 0.8 -0.7 0.3
H 2.055 -2.538 -1.485 -0.3 -0.3 0.7
H 0.479 0.154 0.665 -1.8 2.2 -0.5
H 2.743 -0.509 1.277 0.7 -0.9 -0.2
H 1.645 -1.717 2.210 1.5 -0.9 0.9
H 1.866 -0.032 2.611 -1.3 0.6 0.3
C -2.388 2.899 -0.443 -2.1 -1.9 2.0
C -1.858 1.456 -0.173 2.2 1.6 -4.5
O -2.046 0.722 0.738 -1.0 -0.1 1.4
O -1.046 1.119 -1.218 -1.0 -1.3 1.0
H -1.987 3.640 -1.158 0.7 -0.8 0.9
H -2.443 3.073 0.667 -0.5 1.6 -1.2
H -3.429 2.694 -0.845 0.9 0.3 0.8
H -0.964 0.075 -1.181 0.8 0.9 -0.6
```
Positions in Å, forces in eV/Å.

=====

[2]
Formula: C4H11N3O2
Source: the Open Molecules 2025 dataset
Level of theory: ωB97M-V/def2-TZVPD

The spin multiplicity is 1. Its energy above the lowest of the compared OMol25 structures with the same formula, charge and spin is 160.2 kcal/mol. For the total energy, the calculation gives -473.54750 Ha. The LUMO energy (spin up / spin down) is 0.3 / 0.3 eV. Its largest force on an atom is 0.0802 hartree/bohr. The structure (SMILES) is C/C(N)=N\O.C/C=N\O. The HOMO energy (spin up / spin down) comes out at -7.0 / -7.9 eV.

Structure (XYZ):
```
20
Properties=species:S:1:pos:R:3:forces:R:3
C 1.114 -0.732 0.879 0.1 0.4 -0.1
C 0.767 0.644 0.333 2.0 0.2 3.0
N 1.708 1.135 -0.572 -0.7 0.5 -1.3
N 0.157 1.573 1.094 1.1 0.9 -1.4
O 0.571 1.487 2.434 -1.0 -0.9 0.3
H 1.883 -0.633 1.650 -0.1 0.0 0.1
H 0.227 -1.204 1.299 0.1 -0.1 0.0
H 1.558 -1.360 0.103 -0.3 0.0 -0.1
H 1.791 2.144 -0.545 -0.1 -0.2 0.0
H 2.618 0.692 -0.574 -0.4 -0.3 -0.1
H -0.017 2.123 2.871 0.1 -0.3 -0.1
C -0.786 -1.066 -1.829 0.8 0.1 0.7
C -1.160 0.150 -1.016 -4.1 -0.5 0.1
N -2.122 0.140 -0.092 2.4 0.1 -1.7
O -2.282 -1.139 0.440 -0.3 0.1 0.3
H -1.507 -1.198 -2.639 0.0 0.1 0.1
H -0.773 -1.972 -1.225 0.0 0.0 -0.1
H 0.204 -0.903 -2.258 -0.1 -0.1 -0.1
H -1.136 1.087 -1.584 0.3 0.0 0.7
H -2.816 -0.966 1.231 0.2 -0.1 -0.4
```
Positions in Å, forces in eV/Å.

=====

Q: Number 1 is which compound?
A: C4H11N3O2